No. 1
{
  "formula": "C48H84N12",
  "method": "ωB97M-V with the def2-TZVPD basis set",
  "elements": ["C", "C", "C", "C", "N", "H", "H", "H", "H", "H", "H", "H", "C", "C", "C", "C", "N", "H", "H", "H", "H", "H", "H", "H", "C", "C", "C", "C", "N", "H", "H", "H", "H", "H", "H", "H", "C", "C", "C", "C", "N", "H", "H", "H", "H", "H", "H", "H", "C", "C", "C", "C", "N", "H", "H", "H", "H", "H", "H", "H", "C", "C", "C", "C", "N", "H", "H", "H", "H", "H", "H", "H", "C", "C", "C", "C", "N", "H", "H", "H", "H", "H", "H", "H", "C", "C", "C", "C", "N", "H", "H", "H", "H", "H", "H", "H", "C", "C", "C", "C", "N", "H", "H", "H", "H", "H", "H", "H", "C", "C", "C", "C", "N", "H", "H", "H", "H", "H", "H", "H", "C", "C", "C", "C", "N", "H", "H", "H", "H", "H", "H", "H", "C", "C", "C", "C", "N", "H", "H", "H", "H", "H", "H", "H"],
  "coordinates": [[5.043, 3.128, 2.027], [3.661, 3.799, 1.746], [3.319, 3.741, 0.266], [3.437, 2.423, -0.363], [3.583, 1.384, -0.814], [5.322, 2.325, 1.344], [5.029, 2.872, 3.086], [5.851, 3.813, 1.768], [3.504, 4.803, 2.140], [2.896, 3.220, 2.263], [4.021, 4.370, -0.280], [2.316, 4.124, 0.081], [-6.723, 0.917, -0.355], [-5.739, 1.806, 0.418], [-4.254, 1.290, 0.424], [-3.399, 1.606, 1.596], [-2.767, 1.912, 2.513], [-6.629, 1.023, -1.436], [-7.802, 1.039, -0.261], [-6.525, -0.137, -0.161], [-6.024, 1.781, 1.470], [-5.705, 2.875, 0.208], [-3.746, 1.699, -0.449], [-4.245, 0.206, 0.309], [-2.326, 4.618, 0.347], [-1.154, 4.617, -0.657], [-0.069, 5.646, -0.292], [-0.676, 7.003, -0.261], [-1.109, 8.096, -0.204], [-2.980, 3.749, 0.264], [-2.932, 5.523, 0.316], [-1.962, 4.566, 1.374], [-1.460, 4.827, -1.682], [-0.658, 3.646, -0.648], [0.771, 5.700, -0.984], [0.344, 5.446, 0.696], [0.877, 0.978, -6.169], [2.274, 0.930, -5.408], [2.132, 0.872, -3.891], [1.516, 2.026, -3.266], [1.150, 2.991, -2.789], [0.309, 0.051, -6.090], [0.984, 1.256, -7.217], [0.322, 1.836, -5.790], [2.856, 1.818, -5.657], [2.857, 0.057, -5.700], [3.097, 0.630, -3.444], [1.559, -0.029, -3.670], [3.851, -1.692, 5.691], [3.239, -1.162, 4.362], [2.223, -0.008, 4.482], [2.786, 1.219, 5.018], [3.227, 2.207, 5.412], [4.388, -2.630, 5.556], [3.095, -1.772, 6.473], [4.441, -0.911, 6.171], [2.790, -1.987, 3.809], [4.134, -0.830, 3.837], [1.321, -0.221, 5.056], [1.830, 0.349, 3.530], [3.615, -4.829, -3.611], [3.776, -3.715, -2.459], [2.430, -3.055, -2.063], [1.662, -2.665, -3.233], [1.101, -2.425, -4.250], [4.611, -5.063, -3.987], [3.005, -4.492, -4.449], [3.274, -5.805, -3.267], [4.441, -2.975, -2.904], [4.375, -4.110, -1.639], [2.531, -2.142, -1.475], [1.804, -3.761, -1.517], [-1.797, -3.854, -2.358], [-2.963, -4.810, -2.280], [-4.371, -4.263, -2.036], [-4.420, -3.663, -0.712], [-4.405, -3.202, 0.344], [-1.011, -4.421, -2.857], [-1.482, -3.554, -1.359], [-1.919, -3.016, -3.045], [-2.798, -5.616, -1.565], [-3.001, -5.306, -3.250], [-5.087, -5.083, -1.997], [-4.681, -3.439, -2.679], [-0.410, 6.578, 3.650], [0.328, 5.318, 4.225], [-0.477, 4.042, 4.038], [0.021, 3.236, 2.926], [0.422, 2.638, 1.991], [-0.897, 6.385, 2.694], [0.347, 7.343, 3.481], [-1.104, 7.039, 4.352], [0.334, 5.549, 5.291], [1.303, 5.201, 3.754], [-1.521, 4.238, 3.793], [-0.550, 3.338, 4.868], [-8.733, -0.638, -3.277], [-7.701, -0.210, -4.386], [-6.514, -1.140, -4.356], [-5.573, -0.830, -3.299], [-4.867, -0.520, -2.494], [-9.031, -1.684, -3.346], [-9.637, -0.046, -3.429], [-8.233, -0.456, -2.326], [-7.506, 0.857, -4.278], [-8.221, -0.257, -5.343], [-5.855, -1.005, -5.214], [-6.862, -2.165, -4.226], [-1.282, 0.491, -1.633], [0.011, -0.116, -1.033], [-0.246, -0.583, 0.415], [0.967, -1.255, 0.958], [1.905, -1.802, 1.389], [-2.091, -0.237, -1.570], [-1.047, 0.710, -2.675], [-1.494, 1.381, -1.040], [0.771, 0.658, -0.922], [0.498, -0.883, -1.635], [-1.028, -1.341, 0.459], [-0.583, 0.212, 1.081], [-0.143, -6.151, 2.566], [0.463, -4.804, 3.133], [-0.534, -4.069, 4.016], [-1.551, -3.325, 3.323], [-2.371, -2.752, 2.714], [-1.209, -6.054, 2.362], [-0.136, -6.993, 3.258], [0.376, -6.481, 1.666], [0.780, -4.184, 2.295], [1.358, -5.173, 3.634], [0.053, -3.366, 4.607], [-1.013, -4.692, 4.771], [6.527, -2.712, 1.926], [5.378, -2.310, 1.099], [5.660, -1.466, -0.130], [6.480, -0.266, 0.219], [7.129, 0.683, 0.464], [7.139, -3.436, 1.388], [6.202, -2.936, 2.942], [7.224, -1.891, 2.097], [4.789, -1.720, 1.801], [4.676, -3.113, 0.874], [4.802, -0.973, -0.586], [6.317, -2.031, -0.791]],
  "lowdin_spin": [0.00, 0.00, 0.00, 0.00, 0.00, 0.00, 0.00, 0.00, 0.00, 0.00, 0.00, 0.00, 0.01, 0.00, 0.00, 0.00, 0.00, 0.00, 0.00, 0.00, 0.00, 0.00, 0.00, 0.00, 0.00, 0.00, 0.00, 0.00, 0.00, 0.00, 0.00, 0.00, 0.00, 0.00, 0.00, 0.00, 0.01, 0.00, 0.00, 0.00, 0.00, 0.01, 0.00, 0.00, 0.00, 0.00, 0.00, 0.00, 0.01, 0.00, 0.00, 0.00, 0.00, 0.00, 0.00, 0.00, 0.00, 0.00, 0.00, 0.00, 0.05, 0.03, 0.02, 0.01, 0.01, 0.01, 0.00, 0.02, 0.00, 0.01, 0.00, 0.03, 0.04, 0.07, 0.05, 0.02, 0.01, 0.02, 0.00, 0.01, 0.02, 0.02, 0.02, 0.01, 0.00, 0.00, 0.00, 0.00, 0.00, 0.00, 0.00, 0.00, 0.00, 0.00, 0.00, 0.00, 0.02, 0.02, 0.06, 0.03, 0.00, 0.01, 0.00, 0.00, 0.00, 0.01, 0.03, 0.02, 0.00, 0.00, 0.00, 0.00, 0.00, 0.00, 0.00, 0.00, 0.00, 0.00, 0.00, 0.00, 0.05, 0.02, 0.01, 0.01, 0.00, 0.01, 0.01, 0.03, 0.01, 0.01, 0.00, 0.00, 0.01, 0.01, 0.01, 0.00, 0.00, 0.00, 0.00, 0.00, 0.00, 0.01, 0.00, 0.00],
  "molar_mass_g_mol": 829.284,
  "homo_energy_ev": [0.605, -8.882],
  "spin_multiplicity": 2,
  "e_lumo_ev": [2.10, 2.18],
  "relative_energy_kcal_mol": 0.0,
  "gap_ev": [1.492, 11.065],
  "total_charge": -1,
  "s2": 0.75
}

No. 2
{
  "formula": "C48H96NO14Rb2",
  "method": "ωB97M-V with the def2-TZVPD basis set",
  "elements": ["Rb", "Rb", "C", "C", "C", "C", "C", "C", "N", "O", "C", "C", "C", "H", "H", "H", "H", "H", "H", "H", "H", "H", "H", "H", "H", "H", "H", "H", "H", "H", "H", "C", "C", "O", "C", "H", "H", "H", "H", "H", "H", "C", "C", "O", "C", "H", "H", "H", "H", "H", "H", "C", "C", "O", "C", "H", "H", "H", "H", "H", "H", "C", "C", "O", "C", "H", "H", "H", "H", "H", "H", "C", "C", "O", "C", "H", "H", "H", "H", "H", "H", "C", "C", "O", "C", "H", "H", "H", "H", "H", "H", "C", "C", "O", "C", "H", "H", "H", "H", "H", "H", "C", "C", "O", "C", "H", "H", "H", "H", "H", "H", "C", "C", "O", "C", "H", "H", "H", "H", "H", "H", "C", "C", "O", "C", "H", "H", "H", "H", "H", "H", "C", "C", "O", "C", "H", "H", "H", "H", "H", "H", "C", "C", "O", "C", "H", "H", "H", "H", "H", "H", "C", "C", "O", "C", "H", "H", "H", "H", "H", "H"],
  "coordinates": [[-3.998, -0.113, -1.050], [-3.989, -1.169, 3.275], [-1.690, -2.073, 0.401], [-0.720, -0.993, 0.850], [0.563, -1.270, 0.033], [1.512, -0.095, -0.017], [0.772, 1.091, -0.615], [-0.454, 1.476, 0.217], [-1.306, 0.322, 0.530], [-2.395, 0.688, 1.365], [-1.278, 2.414, -0.653], [-0.022, 2.246, 1.464], [-0.341, -1.152, 2.324], [-1.309, -3.093, 0.512], [-1.961, -2.040, -0.662], [-2.624, -2.004, 0.959], [0.338, -1.635, -0.974], [1.098, -2.083, 0.544], [2.420, -0.335, -0.575], [1.846, 0.169, 0.993], [0.501, 0.904, -1.660], [1.455, 1.948, -0.605], [-1.689, 1.844, -1.483], [-0.725, 3.303, -0.946], [-2.141, 2.755, -0.067], [-0.910, 2.656, 1.952], [0.609, 3.097, 1.198], [0.491, 1.678, 2.239], [0.049, -2.134, 2.586], [-1.177, -0.905, 2.977], [0.396, -0.388, 2.577], [-0.920, 1.818, 7.705], [-0.035, 1.816, 6.480], [1.072, 2.307, 6.492], [-0.566, 1.178, 5.226], [-0.501, 1.141, 8.452], [-1.928, 1.480, 7.467], [-0.939, 2.815, 8.140], [0.068, 1.448, 4.382], [-1.555, 1.563, 4.956], [-0.588, 0.087, 5.272], [0.133, 5.810, 0.412], [0.589, 7.095, -0.218], [-0.069, 7.635, -1.079], [1.938, 7.605, 0.221], [-0.114, 5.937, 1.470], [0.928, 5.060, 0.393], [-0.752, 5.429, -0.094], [2.009, 8.689, 0.180], [2.707, 7.174, -0.424], [2.152, 7.297, 1.249], [2.038, 3.685, -2.963], [0.994, 3.407, -4.013], [1.111, 2.522, -4.826], [-0.234, 4.270, -3.960], [2.570, 4.597, -3.259], [2.781, 2.891, -2.911], [1.583, 3.856, -1.988], [-0.835, 4.088, -4.846], [-0.013, 5.334, -3.874], [-0.807, 3.968, -3.079], [-5.918, 2.351, 1.308], [-5.154, 3.634, 1.051], [-5.559, 4.436, 0.249], [-3.904, 3.859, 1.855], [-5.269, 1.494, 1.146], [-6.796, 2.314, 0.666], [-6.272, 2.343, 2.345], [-3.407, 2.907, 2.083], [-4.176, 4.307, 2.814], [-3.202, 4.482, 1.309], [-0.709, -4.875, 3.165], [-2.197, -4.773, 3.005], [-2.821, -3.866, 3.531], [-2.867, -5.807, 2.151], [-0.406, -4.248, 4.002], [-0.223, -4.481, 2.271], [-0.383, -5.907, 3.280], [-3.092, -6.709, 2.724], [-2.242, -6.116, 1.310], [-3.808, -5.457, 1.729], [4.203, -2.616, 0.150], [5.473, -3.145, 0.777], [6.306, -2.397, 1.217], [5.630, -4.645, 0.843], [4.211, -1.528, 0.151], [3.333, -2.959, 0.719], [4.091, -2.966, -0.880], [4.725, -5.101, 1.254], [6.482, -4.905, 1.463], [5.777, -5.048, -0.162], [3.852, 4.525, 1.644], [2.861, 4.422, 2.783], [2.176, 5.362, 3.108], [2.822, 3.091, 3.507], [4.083, 5.559, 1.403], [3.464, 3.999, 0.766], [4.786, 4.026, 1.917], [3.271, 3.205, 4.493], [3.403, 2.376, 2.927], [1.810, 2.710, 3.595], [3.109, -5.888, -1.443], [1.914, -5.003, -1.248], [1.477, -4.309, -2.130], [1.310, -4.995, 0.137], [3.610, -5.655, -2.377], [2.764, -6.925, -1.427], [3.817, -5.780, -0.617], [0.372, -4.450, 0.121], [2.023, -4.484, 0.789], [1.154, -6.010, 0.507], [3.329, 0.197, -5.192], [2.328, -0.890, -4.931], [1.614, -1.327, -5.803], [2.307, -1.510, -3.549], [4.292, -0.304, -5.345], [3.444, 0.828, -4.310], [3.073, 0.788, -6.062], [2.190, -0.753, -2.768], [3.258, -2.008, -3.343], [1.497, -2.225, -3.516], [-5.101, 3.655, -4.350], [-4.036, 2.664, -4.006], [-3.949, 2.189, -2.891], [-3.089, 2.254, -5.112], [-4.662, 4.592, -4.702], [-5.695, 3.912, -3.473], [-5.756, 3.250, -5.122], [-2.862, 3.107, -5.747], [-3.557, 1.465, -5.705], [-2.177, 1.859, -4.667], [-3.547, -4.415, -1.348], [-3.931, -5.831, -1.748], [-4.220, -6.653, -0.918], [-3.980, -6.130, -3.219], [-3.690, -4.298, -0.278], [-4.224, -3.744, -1.880], [-2.506, -4.238, -1.622], [-4.397, -5.290, -3.773], [-4.580, -7.022, -3.384], [-2.964, -6.315, -3.578], [4.862, -0.121, 3.362], [4.409, -0.833, 4.608], [5.114, -1.639, 5.155], [3.047, -0.468, 5.130], [5.651, 0.590, 3.612], [4.048, 0.409, 2.865], [5.256, -0.822, 2.625], [2.966, 0.617, 5.252], [2.835, -0.947, 6.081], [2.303, -0.753, 4.375], [-1.198, -1.633, -3.755], [-2.588, -2.016, -4.160], [-3.561, -1.750, -3.480], [-2.729, -2.731, -5.485], [-1.211, -0.911, -2.933], [-0.723, -1.165, -4.622], [-0.613, -2.493, -3.429], [-3.338, -3.627, -5.412], [-1.751, -2.944, -5.913], [-3.227, -2.036, -6.168]],
  "mulliken_charge": [0.90, 1.01, -0.07, 2.87, -0.07, -0.42, -1.34, 2.70, 1.36, -0.75, -0.29, 0.01, -0.17, -1.04, -0.44, -0.20, -0.34, -0.29, 0.36, -0.21, 0.43, -0.02, 0.39, -0.81, -0.70, -0.02, -0.34, -0.97, 0.13, -0.40, -0.62, -1.20, 0.49, -0.51, -0.24, 0.31, 0.29, 0.35, -0.21, 0.51, 0.30, 0.15, 0.25, -0.59, -0.90, 0.47, -0.47, 0.23, 0.41, 0.20, 0.25, -0.55, 0.82, -0.56, -0.63, 0.56, 0.13, -0.26, 0.17, 0.47, -0.05, -0.71, 0.85, -0.59, -0.50, -0.22, 0.35, 0.36, -0.08, 0.56, 0.04, -0.36, 0.98, -0.58, -1.37, 0.30, -0.41, 0.48, 0.46, 0.29, 0.34, 0.04, 0.50, -0.57, -1.28, 0.40, -0.42, 0.38, 0.32, 0.37, 0.36, -1.14, 0.63, -0.59, 0.04, 0.33, 0.14, 0.45, 0.56, -0.15, -0.20, -1.17, 0.61, -0.49, -0.25, 0.32, 0.45, 0.06, -0.54, 0.25, 0.62, -1.19, 0.79, -0.62, -0.09, 0.44, 0.08, 0.34, -0.33, 0.49, 0.08, -1.30, 0.79, -0.26, -1.10, 0.37, 0.31, 0.37, 0.38, 0.38, 0.10, 0.00, 0.40, -0.56, -1.10, -0.03, 0.35, -0.03, 0.27, 0.39, 0.27, 0.08, 0.49, -0.60, -0.28, 0.39, -0.53, 0.00, 0.19, 0.44, -0.16, -0.17, 0.47, -0.51, -1.20, -0.35, 0.56, 0.22, 0.23, 0.37, 0.33],
  "molar_mass_g_mol": 1082.225,
  "homo_energy_ev": -8.813,
  "e_lumo_ev": -3.01,
  "relative_energy_kcal_mol": 0.0,
  "gap_ev": 5.803,
  "total_charge": 1
}